a | Formula: C4H9O
Source: the Open Molecules 2025 dataset
Level of theory: ωB97M-V with the def2-TZVPD basis set

```
! wB97M-V def2-TZVPD RIJCOSX def2/J DEFGRID3
* xyz -1 1
C -0.43 1.43 0.12
H -1.50 1.29 0.25
C 0.41 -0.69 1.37
C 0.08 0.41 -0.96
H -0.07 -3.85 0.61
H -0.42 -1.28 0.98
H 1.65 0.96 0.50
O -0.67 -0.56 -1.41
H 0.82 0.91 -1.65
H 0.07 -0.31 2.35
H -0.69 -4.25 0.71
C 0.68 0.48 0.45
H 1.30 -1.29 1.57
H -0.22 2.45 -0.16
*
```

Results
Frontier orbital gap (eV): 6.42
Highest occupied orbital energy (eV): -1.7

Mulliken atomic charge list, values in e, 2 entries:
1 C -0.99
2 H 0.35

b | Formula: C4H9O
Source: the Open Molecules 2025 dataset
Level of theory: ωB97M-V with the def2-TZVPD basis set

```
! wB97M-V def2-TZVPD RIJCOSX def2/J DEFGRID3
* xyz -1 1
C 1.89 -1.56 0.05
C 0.11 -0.67 -1.44
H 2.58 -0.84 -0.39
H -0.48 0.07 -0.90
H 2.15 -2.12 0.94
H -0.17 -2.12 0.11
C -1.51 2.07 1.22
H -0.87 1.92 2.15
H -2.17 2.93 1.45
H -0.58 -1.17 -2.12
C 0.66 -1.70 -0.45
O -1.92 0.88 0.71
H 0.94 -0.20 -1.96
H -0.65 2.51 0.61
*
```

Results
Frontier orbital gap (eV): 6.04
Highest occupied orbital energy (eV): -1.9

Mulliken atomic charge list, values in e, 2 entries:
1 C -0.59
2 C -0.80

c | Formula: C4H9O
Source: the Open Molecules 2025 dataset
Level of theory: ωB97M-V with the def2-TZVPD basis set

```
! wB97M-V def2-TZVPD RIJCOSX def2/J DEFGRID3
* xyz -1 1
H -2.63 2.90 0.19
C -2.16 2.23 -0.53
H 2.98 -2.60 0.84
H -0.12 0.75 -1.83
H -1.09 -0.60 -1.20
H 1.28 -2.88 1.47
C 2.01 -2.12 1.13
C -0.56 0.31 -0.93
H 0.34 0.01 -0.35
H 2.30 -1.69 2.17
O 1.75 -1.11 0.25
H -2.38 2.41 -1.57
C -1.45 1.19 -0.09
H -1.30 0.97 0.96
*
```

Results
Frontier orbital gap (eV): 6.08
Highest occupied orbital energy (eV): -2.1

Mulliken atomic charge list, values in e, 2 entries:
1 H 0.24
2 C -0.70

The winner here is c, beating the second structure by 0.0049 hartree.